Record 1
ORCA calculation (ωB97M-V with the def2-TZVPD basis set) on a 6-piece molecular cluster, C40H83BrFN4O12SSi overall.

Structure (XYZ):
```
143
Properties=species:S:1:pos:R:3:mulliken_charge:R:1
C 3.04 -1.13 1.84 -0.5582
O 2.50 -1.18 3.14 -0.3839
C 3.09 -0.27 4.06 -0.8036
C 2.72 1.18 3.80 -0.4597
C 1.21 1.43 3.88 -0.0963
C 0.49 1.61 2.53 0.3551
C -0.08 3.01 2.32 -1.0671
C 0.91 4.16 2.60 -0.5891
C 1.06 5.07 1.38 -1.4987
C 1.89 4.29 0.36 0.6355
N 1.44 4.33 -1.08 0.6194
S 0.33 5.56 -1.62 -0.1079
C 1.89 3.43 -1.89 -1.2934
N 2.81 2.50 -1.42 0.8150
C 2.50 1.13 -1.89 -1.4750
C 1.06 0.96 -2.44 1.3500
N 0.11 0.95 -1.34 0.0603
C 1.06 -0.41 -3.15 -1.1864
C -0.28 -1.02 -3.57 -0.7935
O -0.87 -1.70 -2.47 -0.4541
Si -2.53 -1.86 -2.28 0.5798
C -3.25 -0.46 -1.27 -1.0287
C -3.36 -1.94 -3.96 -0.7523
C -2.79 -3.45 -1.36 -1.1292
C 0.73 2.10 -3.46 -1.0158
Br -1.18 2.53 -3.57 -0.0551
N 1.44 3.35 -3.21 0.6201
C 2.47 3.69 -4.18 0.1851
C 3.27 4.90 -3.80 -1.2576
F 3.34 2.59 -4.35 -0.3415
H 2.39 -0.55 1.16 -0.0486
H 3.11 -2.15 1.47 0.4233
H 4.04 -0.68 1.84 0.3419
H 4.18 -0.41 4.07 0.4296
H 2.71 -0.57 5.05 0.1074
H 3.10 1.47 2.81 0.2013
H 3.25 1.80 4.52 0.4735
H 1.04 2.31 4.51 0.0708
H 0.75 0.59 4.42 0.3739
H -0.32 0.88 2.44 0.2999
H 1.20 1.38 1.72 -0.5556
H -0.98 3.14 2.92 0.4313
H -0.41 3.08 1.27 0.5899
H 1.89 3.74 2.84 0.1778
H 0.60 4.75 3.46 0.5759
H 1.55 6.01 1.63 0.4685
H 0.06 5.29 0.98 0.4957
H 1.88 3.23 0.60 -0.3300
H 2.94 4.60 0.37 0.3133
H -0.58 4.67 -2.06 0.1967
H 3.73 2.79 -1.74 -0.3144
H 3.27 0.79 -2.59 0.2184
H 2.54 0.48 -1.01 0.3407
H 0.32 1.64 -0.63 -0.4060
H 0.10 0.04 -0.88 0.4412
H 1.72 -0.35 -4.02 0.5590
H 1.51 -1.13 -2.46 0.4927
H -0.96 -0.28 -3.99 0.3928
H -0.08 -1.75 -4.36 0.3958
H -3.21 -0.70 -0.21 0.3213
H -2.76 0.49 -1.45 0.2149
H -4.31 -0.36 -1.54 0.3704
H -4.13 -2.72 -3.93 0.0785
H -3.85 -1.00 -4.21 0.3678
H -2.66 -2.20 -4.75 0.2784
H -3.80 -3.45 -0.93 0.3274
H -2.07 -3.60 -0.55 0.2910
H -2.73 -4.31 -2.04 0.3219
H 0.98 1.78 -4.47 0.6828
H 1.96 3.82 -5.14 0.5713
H 3.78 5.29 -4.67 0.4561
H 4.03 4.66 -3.05 0.2671
H 2.61 5.69 -3.42 0.2870
O 1.33 3.45 6.55 -0.5776
C 1.05 2.73 7.47 0.8892
O 1.16 1.40 7.26 -0.3363
C 0.93 0.42 8.28 -0.3491
C -0.54 0.07 8.42 -1.0534
C 0.54 3.26 8.79 -1.2389
H 1.37 0.73 9.23 0.3892
H 1.49 -0.45 7.94 0.2520
H -1.12 0.93 8.75 0.3824
H -0.67 -0.74 9.14 0.3894
H -0.94 -0.26 7.46 0.2549
H -0.53 3.45 8.68 0.2939
H 1.03 4.20 8.98 0.3522
H 0.68 2.59 9.63 0.3568
O 5.45 3.54 -0.16 -0.4815
C 6.44 3.09 -0.70 0.5795
O 7.61 3.69 -0.49 -0.3869
C 8.86 3.18 -1.00 -0.4029
C 9.10 3.61 -2.43 -0.9491
C 6.33 1.93 -1.66 -0.6175
H 8.90 2.09 -0.88 0.3744
H 9.60 3.61 -0.34 0.3162
H 8.35 3.20 -3.11 0.2703
H 10.08 3.26 -2.76 0.3616
H 9.08 4.69 -2.51 0.2998
H 5.99 2.33 -2.62 0.2535
H 5.58 1.25 -1.27 0.1173
H 7.24 1.37 -1.85 0.3782
O -5.64 -4.41 -5.67 -0.5016
C -4.87 -4.86 -6.48 0.8375
O -3.70 -4.20 -6.64 -0.3157
C -2.62 -4.70 -7.45 -0.4006
C -2.80 -4.37 -8.91 -1.0532
C -5.19 -6.06 -7.33 -1.2266
H -2.49 -5.77 -7.28 0.3951
H -1.74 -4.20 -7.04 0.2919
H -3.68 -4.85 -9.33 0.2835
H -1.93 -4.70 -9.48 0.3874
H -2.90 -3.29 -9.04 0.3050
H -5.80 -5.73 -8.17 0.2976
H -5.79 -6.74 -6.73 0.3188
H -4.32 -6.59 -7.71 0.3684
O -9.84 0.21 -3.51 -0.5706
C -9.02 -0.60 -3.17 0.6995
O -8.27 -1.19 -4.12 -0.4265
C -7.19 -2.08 -3.82 0.1186
C -7.64 -3.49 -3.52 -1.0084
C -8.86 -1.01 -1.72 -0.8265
H -6.58 -1.67 -3.01 0.0557
H -6.57 -2.07 -4.72 0.2469
H -8.26 -3.55 -2.63 0.3634
H -6.76 -4.12 -3.38 0.2800
H -8.20 -3.89 -4.37 0.2939
H -9.62 -1.74 -1.50 0.2473
H -9.04 -0.13 -1.11 0.3027
H -7.89 -1.43 -1.47 0.2587
O -2.50 -4.27 8.18 -0.5537
C -1.44 -4.44 7.66 0.7407
O -0.40 -3.68 8.09 -0.3554
C 0.94 -3.85 7.62 -0.7864
C 1.18 -3.14 6.30 -0.2991
C -1.23 -5.41 6.52 -0.9237
H 1.20 -4.91 7.56 0.3879
H 1.56 -3.42 8.40 0.3761
H 0.57 -3.55 5.50 0.2695
H 2.23 -3.23 6.01 0.4117
H 0.93 -2.08 6.40 -0.1591
H -1.55 -4.92 5.60 0.2452
H -1.89 -6.26 6.70 0.3162
H -0.21 -5.76 6.39 0.3251
```

E_HOMO = -11.023 eV
gap between HOMO and LUMO = 7.683 eV
total charge = +1
calculated total energy = -164824.8664 eV

---

Record 2
ORCA calculation (ωB97M-V with the def2-TZVPD basis set) on C7H2Br2Cl5F6MoP as an isolated structure at a distorted geometry.

Structure (XYZ):
```
24
Properties=species:S:1:pos:R:3:nbo_charge:R:1
Mo 0.13 0.25 -0.05 1.7034
Cl 0.70 2.61 -3.22 0.3267
C -0.71 1.73 -2.97 0.0738
C -0.84 0.88 -1.83 -0.4842
C -2.02 0.12 -1.80 0.0650
Cl -2.03 -0.96 -0.43 0.2735
C -3.05 0.12 -2.74 -0.0627
Cl -4.40 -0.90 -2.60 0.2797
C -2.92 1.02 -3.85 -0.0495
Cl -4.12 1.09 -5.03 0.2863
C -1.74 1.82 -3.96 -0.0274
Cl -1.56 2.87 -5.27 0.3655
Br -0.49 -1.00 2.64 0.2271
C -0.10 0.65 3.60 -0.5099
Br -0.59 2.15 2.47 0.1842
H 0.97 0.70 3.81 0.2712
H -0.70 0.67 4.52 0.2950
F 1.54 0.08 0.94 -0.3821
P 3.51 1.59 -0.65 2.7480
F 3.44 2.79 -1.58 -0.4754
F 5.01 1.35 -0.67 -0.4845
F 1.63 1.80 -0.64 -0.6371
F 3.33 1.81 0.85 -0.4800
F 3.08 0.22 -1.22 -0.5064
```

E_HOMO (spin up / spin down) = -19.761 / -19.694 eV
gap between HOMO and LUMO (spin up / spin down) = 5.575 / 5.030 eV
total charge = +3
energy above the lowest of the compared OMol25 structures with the same formula, charge and spin = 79.7 kcal/mol
calculated total energy = -237406.6456 eV
expectation value of S² = 3.8099
multiplicity = 4

---

Record 3
ORCA calculation (ωB97M-V with the def2-TZVPD basis set) on a 4-piece molecular cluster, C5H10O2 overall.

Structure (XYZ):
```
17
Properties=species:S:1:pos:R:3:nbo_charge:R:1
O 2.55 0.34 0.12 -0.6101
C 1.82 -0.61 -0.29 0.1434
C -0.04 -0.63 0.59 -0.3481
C -0.43 0.69 0.79 -0.1382
C -1.50 1.02 -0.23 -0.1055
O -1.43 -0.03 -1.17 -0.5180
C -0.91 -1.18 -0.52 -0.0777
H 1.61 1.45 0.29 0.2068
H 1.42 -0.57 -1.32 0.1326
H 1.99 -1.61 0.11 0.1545
H 0.24 -1.24 1.44 0.2390
H -0.41 1.18 1.76 0.2382
H 0.81 1.68 0.41 -0.0518
H -1.38 1.97 -0.75 0.2041
H -2.47 1.03 0.30 0.1752
H -0.38 -1.77 -1.28 0.1865
H -1.72 -1.80 -0.11 0.1692
```

E_HOMO = -9.101 eV
gap between HOMO and LUMO = 9.533 eV
energy above the lowest of the compared OMol25 structures with the same formula, charge and spin = 126.4 kcal/mol
calculated total energy = -9437.5612 eV

---

Record 4
ORCA calculation (ωB97M-V with the def2-TZVPD basis set) on a 2-piece molecular cluster, C4H9NO overall.

Structure (XYZ):
```
15
Properties=species:S:1:pos:R:3:nbo_charge:R:1
C -0.05 -0.32 -2.23 -0.1749
O 0.10 -0.36 -0.93 -0.3670
C -0.81 -0.27 -0.01 0.0844
C -0.37 -0.23 1.40 -0.1616
C 0.97 -0.72 1.81 -0.2535
N 0.67 0.71 1.85 -0.5704
H 0.86 -0.49 -2.79 0.1797
H -0.85 1.72 -1.74 -0.0082
H -1.05 -0.46 -2.63 0.1612
H -1.85 -0.35 -0.30 0.1756
H -1.15 1.81 -1.05 -0.0245
H -1.20 -0.33 2.10 0.2122
H 1.61 -1.09 1.02 0.1977
H 1.11 -1.20 2.78 0.1992
H 1.07 1.17 1.04 0.3501
```

E_HOMO (spin up / spin down) = -7.526 / -7.242 eV
gap between HOMO and LUMO (spin up / spin down) = 8.160 / 7.860 eV
energy above the lowest of the compared OMol25 structures with the same formula, charge and spin = 144.1 kcal/mol
calculated total energy = -7826.0703 eV

---

Record 5
ORCA calculation (ωB97M-V with the def2-TZVPD basis set) on a 3-piece molecular cluster, C4H11NO2 overall at a distorted geometry.

Structure (XYZ):
```
18
Properties=species:S:1:pos:R:3:nbo_charge:R:1
C 1.24 -1.29 -1.35 -0.3334
C -0.03 -0.98 -1.10 -0.2332
C -0.47 0.44 -0.99 0.1460
C 0.28 1.49 -1.36 -0.5404
N -1.71 0.62 -0.39 -0.8141
H 1.78 -2.13 -0.93 0.1967
H 1.75 -0.88 -2.23 0.1946
H -0.64 -1.70 -0.57 0.2079
H 1.18 1.39 -1.95 0.2064
H 0.00 2.51 -1.14 0.1972
H -2.04 1.57 -0.38 0.3810
H -1.90 0.08 0.44 0.3979
O 0.39 0.97 1.95 -0.9732
H 0.85 1.64 2.44 0.4822
H 0.46 1.22 1.01 0.4909
O -0.70 -1.62 2.41 -0.9601
H -0.15 -0.91 2.02 0.4926
H -0.29 -2.44 2.12 0.4612
```

SMILES = C=CC(=C)N.O.O
E_HOMO = -8.367 eV
gap between HOMO and LUMO = 8.721 eV
energy above the lowest of the compared OMol25 structures with the same formula, charge and spin = 57.6 kcal/mol
calculated total energy = -9909.7450 eV

---

Record 6
ORCA calculation (ωB97M-V with the def2-TZVPD basis set) on a 3-piece molecular cluster, C3H10N2O overall at a distorted geometry.

Structure (XYZ):
```
16
Properties=species:S:1:pos:R:3:nbo_charge:R:1
C -1.45 0.79 -3.28 -0.4567
C -0.08 -0.65 -2.02 -0.0466
N -0.99 0.19 -2.06 -0.4096
H -1.64 1.94 -3.10 0.2087
H -0.57 0.81 -3.98 0.1794
H -2.24 0.23 -3.84 0.1991
H 0.24 -1.04 -0.96 0.1989
H 0.05 -1.47 -2.85 0.1162
H -0.30 -0.40 2.67 0.3843
N -0.88 -1.22 2.60 -1.2457
C 2.45 1.00 2.94 -0.2394
O 3.00 0.78 1.86 -0.7712
H -1.90 -0.49 2.52 0.3928
H -0.44 -2.26 2.37 0.4309
H 3.15 1.30 3.74 0.0309
H 1.60 0.48 3.39 0.0281
```

E_HOMO (spin up / spin down) = 0.639 / -2.638 eV
gap between HOMO and LUMO (spin up / spin down) = 2.580 / 5.837 eV
total charge = -1
energy above the lowest of the compared OMol25 structures with the same formula, charge and spin = 110.5 kcal/mol
calculated total energy = -8294.8731 eV
expectation value of S² = 0.7528
multiplicity = 2

---

> The lowest calculated total energy belongs to which entry?

C7H2Br2Cl5F6MoP

---

> Look up the calculated total energy of the first one.

-164824.8664 eV

---

Copy entry 4 word for word.
ORCA calculation (ωB97M-V with the def2-TZVPD basis set) on a 2-piece molecular cluster, C4H9NO overall.

Structure (XYZ):
```
15
Properties=species:S:1:pos:R:3:nbo_charge:R:1
C -0.05 -0.32 -2.23 -0.1749
O 0.10 -0.36 -0.93 -0.3670
C -0.81 -0.27 -0.01 0.0844
C -0.37 -0.23 1.40 -0.1616
C 0.97 -0.72 1.81 -0.2535
N 0.67 0.71 1.85 -0.5704
H 0.86 -0.49 -2.79 0.1797
H -0.85 1.72 -1.74 -0.0082
H -1.05 -0.46 -2.63 0.1612
H -1.85 -0.35 -0.30 0.1756
H -1.15 1.81 -1.05 -0.0245
H -1.20 -0.33 2.10 0.2122
H 1.61 -1.09 1.02 0.1977
H 1.11 -1.20 2.78 0.1992
H 1.07 1.17 1.04 0.3501
```

E_HOMO (spin up / spin down) = -7.526 / -7.242 eV
gap between HOMO and LUMO (spin up / spin down) = 8.160 / 7.860 eV
energy above the lowest of the compared OMol25 structures with the same formula, charge and spin = 144.1 kcal/mol
calculated total energy = -7826.0703 eV